Entry 1:
Entry from OMol25: an isolated ion of composition C6H12NO and charge +1 at a distorted geometry (ωB97M-V/def2-TZVPD).

Atoms and positions in Å:
C1 -1.49 -1.16 -0.20
C2 -1.25 0.30 -0.67
C3 -0.14 -1.83 -0.06
C4 0.15 0.51 0.02
C5 0.09 0.71 1.58
C6 0.93 1.59 -0.60
N1 0.86 -0.76 -0.29
O1 -2.49 -1.68 0.17
H1 -1.20 0.19 -1.79
H2 -2.12 0.92 -0.63
H3 -0.19 -2.20 1.01
H4 -0.04 -2.63 -0.72
H5 1.08 1.13 1.79
H6 0.01 -0.30 1.98
H7 -0.75 1.27 1.75
H8 2.04 1.43 -0.49
H9 0.79 2.58 -0.19
H10 0.89 1.66 -1.65
H11 1.63 -0.81 0.32
H12 1.18 -0.94 -1.31

As for the largest force on an atom: 8.32 eV/A. For the HOMO energy (alpha / beta), the calculation gives -10.047 / -16.479 eV. Its expectation value of S² is 2.01. The energy relative to the best compared isomer or geometry (same formula, charge and spin) comes out at 0.00 kcal/mol. As for the spin multiplicity: 3. As for the charge: +1. The gap between HOMO and LUMO (alpha / beta) comes out at 6.59 / 9.74 eV. As for the LUMO energy (alpha / beta): -3.46 / -6.74 eV.

Entry 2:
Entry from OMol25: a 2-piece molecular cluster, C6H12NO2P overall at a distorted geometry (ωB97M-V/def2-TZVPD).

Atoms and positions in Å:
C1 -3.83 1.03 0.17
C2 -2.58 0.55 -0.62
C3 0.13 -1.10 1.34
C4 -0.03 -1.06 -1.30
C5 0.85 1.66 -0.14
C6 -0.53 -0.62 0.06
N1 -1.77 -0.01 0.31
O1 -4.17 0.55 1.25
O2 -2.42 0.65 -1.83
P1 2.69 1.65 -0.28
H1 -4.30 1.88 -0.32
H2 1.26 -1.35 1.07
H3 -0.29 -1.92 1.88
H4 0.25 -0.23 2.01
H5 -0.25 -2.03 -1.64
H6 1.03 -1.01 -1.33
H7 -0.34 -0.32 -2.19
H8 0.52 2.11 0.80
H9 0.63 2.16 -1.06
H10 -2.19 -0.07 1.25
H11 2.64 0.56 -1.17
H12 2.66 0.81 0.85

As for the largest force on an atom: 4.05 eV/A. For the HOMO energy (alpha / beta), the calculation gives -7.178 / -8.088 eV. The energy relative to the best compared isomer or geometry (same formula, charge and spin) comes out at 133.42 kcal/mol. As for the spin multiplicity: 1. As for the charge: 0. The gap between HOMO and LUMO (alpha / beta) comes out at 6.68 / 7.64 eV. As for the LUMO energy (alpha / beta): -0.49 / -0.45 eV.

Entry 3:
Entry from OMol25: an isolated ion of composition C6H12NO3P and charge -2 at a distorted geometry (ωB97M-V/def2-TZVPD).

Atoms and positions in Å:
C1 0.57 0.21 0.71
C2 1.97 -1.84 0.63
C3 2.27 -0.04 -1.10
C4 -2.20 1.69 -1.04
C5 1.91 -0.33 0.38
C6 -1.50 1.09 0.14
N1 -0.12 0.64 -0.27
O1 -3.80 0.12 1.17
O2 -2.49 -1.40 -0.48
O3 -1.58 -0.91 1.80
P1 -2.46 -0.46 0.67
H1 0.24 0.38 1.75
H2 1.02 -2.14 0.59
H3 2.32 -2.12 1.61
H4 2.66 -2.33 0.04
H5 3.13 0.61 -1.11
H6 2.55 -0.90 -1.74
H7 1.40 0.50 -1.35
H8 -1.87 2.71 -1.43
H9 -3.28 1.68 -1.09
H10 -1.95 1.10 -1.98
H11 2.76 0.16 1.00
H12 -1.55 1.57 1.10

As for the largest force on an atom: 3.90 eV/A. For the HOMO energy, the calculation gives 0.703 eV. The energy relative to the best compared isomer or geometry (same formula, charge and spin) comes out at 0.00 kcal/mol. As for the spin multiplicity: 1. As for the SMILES: CC(C)/C=N/[C@@H](C)P(=O)([O-])[O-]. As for the charge: -2. The gap between HOMO and LUMO comes out at 5.41 eV. As for the LUMO energy: 6.11 eV.

Entry 4:
Entry from OMol25: an isolated ion of composition C6H12NS and charge +1 at a distorted geometry (ωB97M-V/def2-TZVPD).

Atoms and positions in Å:
C1 1.65 -1.62 0.07
C2 1.19 -0.37 0.15
C3 -0.68 1.14 0.78
C4 -1.67 1.15 -0.42
C5 -1.79 -1.44 -0.27
C6 1.91 0.77 -0.50
N1 0.01 -0.11 0.85
S1 -2.84 -0.18 -0.10
H1 1.14 -2.46 0.52
H2 2.57 -1.84 -0.45
H3 0.01 1.97 0.63
H4 -1.24 1.31 1.70
H5 -2.20 2.10 -0.48
H6 -1.15 0.96 -1.36
H7 -0.97 -1.45 -0.96
H8 -2.10 -2.39 0.15
H9 2.14 1.54 0.23
H10 1.34 1.22 -1.30
H11 2.85 0.41 -0.91
H12 -0.16 -0.70 1.65

As for the largest force on an atom: 1.10 eV/A. For the HOMO energy (alpha / beta), the calculation gives -12.558 / -12.559 eV. The energy relative to the best compared isomer or geometry (same formula, charge and spin) comes out at 43.03 kcal/mol. As for the spin multiplicity: 1. As for the charge: +1. The gap between HOMO and LUMO (alpha / beta) comes out at 6.84 / 6.84 eV. As for the LUMO energy (alpha / beta): -5.72 / -5.72 eV.

Entry 5:
Entry from OMol25: a 2-piece molecular cluster, C6H12O overall at a distorted geometry (ωB97M-V/def2-TZVPD).

Atoms and positions in Å:
C1 1.72 -2.69 0.47
C2 0.61 -1.72 0.50
C3 0.66 -0.40 0.09
C4 -0.34 0.57 0.32
C5 -0.22 1.95 0.14
C6 -1.21 2.98 0.63
H1 2.28 -2.76 1.42
H2 1.38 -3.68 0.17
H3 2.44 -2.37 -0.30
H4 -0.29 -1.99 1.04
H5 1.61 0.03 -0.23
H6 -1.35 0.22 0.57
H7 0.62 2.37 -0.42
H8 -1.53 2.71 1.65
H9 -2.09 3.10 -0.01
H10 -0.68 3.92 0.77
H11 -0.69 -0.46 -1.74
H12 -1.92 -0.99 -2.48
O1 -0.99 -0.80 -2.60

As for the largest force on an atom: 1.10 eV/A. For the HOMO energy (alpha / beta), the calculation gives 0.199 / -2.377 eV. Its expectation value of S² is 0.78. The energy relative to the best compared isomer or geometry (same formula, charge and spin) comes out at 16.42 kcal/mol. As for the spin multiplicity: 2. As for the charge: -1. The gap between HOMO and LUMO (alpha / beta) comes out at 4.08 / 6.61 eV. As for the LUMO energy (alpha / beta): 4.28 / 4.24 eV.

Entry 6:
Entry from OMol25: C6H12O as an isolated structure (ωB97M-V/def2-TZVPD).

Atoms and positions in Å:
C1 -1.97 0.08 -1.91
O1 -1.41 1.06 -1.05
C2 -0.07 1.12 -1.11
C3 0.57 -0.09 0.53
C4 -0.65 -0.36 1.35
C5 1.77 -1.01 0.54
C6 1.87 0.39 1.09
H1 -1.78 -0.92 -1.52
H2 -1.54 0.16 -2.91
H3 -3.05 0.26 -1.94
H4 0.50 0.10 -0.79
H5 0.26 1.97 -0.51
H6 -1.30 -1.09 0.87
H7 -1.23 0.55 1.52
H8 -0.36 -0.78 2.33
H9 2.27 -1.22 -0.40
H10 1.75 -1.85 1.23
H11 2.43 1.12 0.51
H12 1.94 0.51 2.17

As for the largest force on an atom: 0.32 eV/A. For the HOMO energy, the calculation gives -7.703 eV. The energy relative to the best compared isomer or geometry (same formula, charge and spin) comes out at 121.16 kcal/mol. As for the spin multiplicity: 1. As for the charge: 0. The gap between HOMO and LUMO comes out at 8.69 eV. As for the LUMO energy: 0.98 eV.

Entry 7:
Entry from OMol25: C6H12O as an isolated structure at a distorted geometry (ωB97M-V/def2-TZVPD).

Atoms and positions in Å:
C1 -1.82 1.12 -0.64
C2 -0.48 0.64 -0.11
O1 -0.06 1.34 1.02
C3 -0.52 -1.33 0.56
C4 0.87 -1.51 0.98
C5 1.80 -0.20 -0.24
C6 0.67 0.40 -1.00
H1 -2.61 0.77 0.04
H2 -2.03 0.70 -1.63
H3 -1.92 2.22 -0.71
H4 -0.84 1.54 1.56
H5 -1.28 -1.09 1.30
H6 -0.87 -2.02 -0.22
H7 1.08 -1.22 2.01
H8 1.42 -2.40 0.67
H9 2.58 -0.56 -0.94
H10 2.21 0.51 0.49
H11 0.35 -0.10 -1.92
H12 1.44 1.19 -1.21

As for the largest force on an atom: 3.49 eV/A. For the HOMO energy, the calculation gives -8.020 eV. The energy relative to the best compared isomer or geometry (same formula, charge and spin) comes out at 84.99 kcal/mol. As for the spin multiplicity: 1. As for the charge: 0. The gap between HOMO and LUMO comes out at 8.91 eV. As for the LUMO energy: 0.90 eV.

Entry 8:
Entry from OMol25: one molecule with the formula C6H12O (ωB97M-V/def2-TZVPD).

Atoms and positions in Å:
C1 0.78 0.66 -2.75
O1 0.86 0.18 -1.40
C2 0.45 1.01 -0.47
C3 -1.92 -0.33 0.70
C4 -0.85 0.39 1.51
C5 0.56 0.32 0.87
C6 1.16 -1.08 0.91
H1 0.42 1.69 -2.74
H2 0.10 0.01 -3.29
H3 1.78 0.59 -3.18
H4 -1.99 0.11 -0.31
H5 -2.90 -0.24 1.17
H6 -1.69 -1.40 0.58
H7 -0.79 -0.03 2.52
H8 -1.13 1.45 1.62
H9 1.20 1.00 1.46
H10 1.24 -1.44 1.95
H11 0.56 -1.80 0.35
H12 2.17 -1.10 0.48

As for the largest force on an atom: 0.54 eV/A. For the HOMO energy, the calculation gives -8.268 eV. The energy relative to the best compared isomer or geometry (same formula, charge and spin) comes out at 67.42 kcal/mol. As for the spin multiplicity: 1. As for the charge: 0. The gap between HOMO and LUMO comes out at 9.29 eV. As for the LUMO energy: 1.02 eV.

Entry 9:
Entry from OMol25: one molecule with the formula C6H12O at a distorted geometry (ωB97M-V/def2-TZVPD).

Atoms and positions in Å:
C1 2.87 0.20 0.25
C2 1.47 -0.42 0.20
C3 0.33 0.61 0.09
C4 -1.05 -0.07 0.14
C5 -1.68 -0.74 -1.10
O1 -2.91 0.00 -0.93
C6 -2.48 0.51 0.33
H1 3.09 0.77 -0.66
H2 2.97 0.89 1.10
H3 3.64 -0.57 0.36
H4 1.31 -1.02 1.10
H5 1.42 -1.12 -0.65
H6 0.50 1.22 -0.81
H7 0.42 1.31 0.94
H8 -1.17 -0.71 1.01
H9 -1.85 -1.82 -1.00
H10 -1.24 -0.55 -2.09
H11 -2.71 1.57 0.51
H12 -2.90 -0.08 1.21

As for the largest force on an atom: 1.91 eV/A. For the HOMO energy, the calculation gives -9.528 eV. The energy relative to the best compared isomer or geometry (same formula, charge and spin) comes out at 46.33 kcal/mol. As for the spin multiplicity: 1. As for the SMILES: CCCC1COC1. As for the charge: 0. The gap between HOMO and LUMO comes out at 10.62 eV. As for the LUMO energy: 1.09 eV.

Entry 10:
Entry from OMol25: a 4-piece molecular cluster, C6H12O overall (ωB97M-V/def2-TZVPD).

Atoms and positions in Å:
C1 1.31 0.34 1.08
C2 1.10 -0.63 0.11
C3 1.76 -0.56 -1.24
C4 -1.05 -0.56 -0.57
C5 -1.90 -0.42 0.46
C6 -1.85 0.69 -0.52
O1 -1.33 1.96 -0.24
H1 -0.25 0.48 1.78
H2 1.50 0.08 2.11
H3 1.65 1.33 0.77
H4 0.92 -1.64 0.48
H5 2.74 -1.04 -1.16
H6 1.93 0.47 -1.57
H7 1.21 -1.09 -2.02
H8 -0.82 -1.31 -1.32
H9 -2.60 -1.02 1.03
H10 -1.04 0.21 1.64
H11 -2.69 0.84 -1.20
H12 -0.60 1.86 0.38

As for the largest force on an atom: 0.39 eV/A. For the HOMO energy, the calculation gives -9.087 eV. The energy relative to the best compared isomer or geometry (same formula, charge and spin) comes out at 147.38 kcal/mol. As for the spin multiplicity: 1. As for the charge: 0. The gap between HOMO and LUMO comes out at 10.01 eV. As for the LUMO energy: 0.92 eV.

Entry 11:
Entry from OMol25: one molecule with the formula C6H12O at a distorted geometry (ωB97M-V/def2-TZVPD).

Atoms and positions in Å:
C1 -1.45 -0.39 -2.07
O1 -0.46 0.36 -1.40
C2 -0.64 0.36 0.02
C3 -0.60 -0.97 0.75
C4 0.50 -0.41 1.71
C5 0.60 0.87 0.82
C6 1.89 0.89 0.03
H1 -2.47 -0.12 -1.75
H2 -1.32 -1.47 -1.89
H3 -1.39 -0.22 -3.15
H4 -1.58 0.93 0.19
H5 -1.54 -1.25 1.25
H6 -0.21 -1.77 0.10
H7 1.41 -1.02 1.77
H8 0.16 -0.25 2.74
H9 0.45 1.79 1.40
H10 2.75 0.98 0.71
H11 2.00 -0.05 -0.53
H12 1.88 1.71 -0.69

As for the largest force on an atom: 1.14 eV/A. For the HOMO energy, the calculation gives -9.523 eV. The energy relative to the best compared isomer or geometry (same formula, charge and spin) comes out at 34.13 kcal/mol. As for the spin multiplicity: 1. As for the SMILES: CO[C@H]1CC[C@H]1C. As for the charge: 0. The gap between HOMO and LUMO comes out at 10.65 eV. As for the LUMO energy: 1.13 eV.

Entry 12:
Entry from OMol25: one molecule with the formula C6H12O at a distorted geometry (ωB97M-V/def2-TZVPD).

Atoms and positions in Å:
C1 1.19 2.04 1.97
C2 0.28 1.17 1.09
C3 0.88 -0.25 0.95
C4 -1.31 -1.14 -2.00
O1 -0.85 -1.77 -3.24
C5 -0.25 -1.49 -0.98
C6 -0.24 -1.08 0.30
H1 1.34 1.53 2.92
H2 2.12 2.32 1.45
H3 0.66 2.98 2.12
H4 -0.02 1.62 0.12
H5 -0.69 1.05 1.59
H6 1.65 -0.33 0.17
H7 0.97 -0.72 1.93
H8 -2.34 -1.35 -1.69
H9 -1.20 -0.06 -2.22
H10 -1.60 -1.59 -3.82
H11 0.60 -1.87 -1.52
H12 -1.18 -1.07 0.86

As for the largest force on an atom: 2.95 eV/A. For the HOMO energy, the calculation gives -8.481 eV. The energy relative to the best compared isomer or geometry (same formula, charge and spin) comes out at 60.64 kcal/mol. As for the spin multiplicity: 1. As for the SMILES: CCC/C=C/CO. As for the charge: 0. The gap between HOMO and LUMO comes out at 9.48 eV. As for the LUMO energy: 1.00 eV.

What did the third record say?
Entry from OMol25: an isolated ion of composition C6H12NO3P and charge -2 at a distorted geometry (ωB97M-V/def2-TZVPD).

Atoms and positions in Å:
C1 0.57 0.21 0.71
C2 1.97 -1.84 0.63
C3 2.27 -0.04 -1.10
C4 -2.20 1.69 -1.04
C5 1.91 -0.33 0.38
C6 -1.50 1.09 0.14
N1 -0.12 0.64 -0.27
O1 -3.80 0.12 1.17
O2 -2.49 -1.40 -0.48
O3 -1.58 -0.91 1.80
P1 -2.46 -0.46 0.67
H1 0.24 0.38 1.75
H2 1.02 -2.14 0.59
H3 2.32 -2.12 1.61
H4 2.66 -2.33 0.04
H5 3.13 0.61 -1.11
H6 2.55 -0.90 -1.74
H7 1.40 0.50 -1.35
H8 -1.87 2.71 -1.43
H9 -3.28 1.68 -1.09
H10 -1.95 1.10 -1.98
H11 2.76 0.16 1.00
H12 -1.55 1.57 1.10

As for the largest force on an atom: 3.90 eV/A. For the HOMO energy, the calculation gives 0.703 eV. The energy relative to the best compared isomer or geometry (same formula, charge and spin) comes out at 0.00 kcal/mol. As for the spin multiplicity: 1. As for the SMILES: CC(C)/C=N/[C@@H](C)P(=O)([O-])[O-]. As for the charge: -2. The gap between HOMO and LUMO comes out at 5.41 eV. As for the LUMO energy: 6.11 eV.

- What is the formula in the fifth record?
  C6H12O

- Which value of charge does entry 10 give?
  0